[1]
A structure of composition C26H18BrN7O10Zr, computed with wB97M-V/def2-TZVPD.

Positions of all 63 atoms, in Å:
1 Zr 1.78 -1.02 0.06
2 N 3.87 -2.10 -0.54
3 C 4.18 -2.57 0.85
4 C 2.91 -3.27 1.36
5 O 2.83 -4.48 1.30
6 N 1.91 -2.39 1.73
7 C 0.58 -3.03 1.72
8 C -0.04 -3.02 0.29
9 O -1.20 -3.19 0.06
10 O 0.89 -2.74 -0.65
11 H 3.74 -2.93 -1.11
12 H 4.66 -1.58 -0.91
13 H 4.42 -1.69 1.46
14 H 4.99 -3.30 0.88
15 H -0.10 -2.52 2.39
16 H 0.66 -4.09 1.99
17 Br -6.79 -4.11 -2.04
18 C -5.99 -2.49 -2.59
19 C -6.76 -1.33 -2.63
20 C -6.16 -0.15 -3.05
21 C -4.81 -0.13 -3.38
22 C -4.06 -1.29 -3.35
23 C -4.65 -2.48 -2.95
24 N -4.33 1.15 -3.86
25 N -3.28 1.66 -3.48
26 C -2.49 1.09 -2.41
27 C -2.98 0.87 -1.16
28 C -2.14 0.43 -0.12
29 C -0.80 0.21 -0.34
30 O 0.04 -0.18 0.64
31 C -0.29 0.36 -1.67
32 N 0.99 -0.06 -1.94
33 C 1.49 0.14 -3.13
34 C 0.77 0.74 -4.18
35 C -0.54 1.08 -3.96
36 C -1.11 0.87 -2.69
37 H -7.80 -1.36 -2.36
38 H -6.74 0.76 -3.13
39 H -3.01 -1.30 -3.63
40 H -4.07 -3.39 -2.91
41 H -4.03 1.03 -0.95
42 H -2.53 0.27 0.87
43 H 2.51 -0.20 -3.29
44 H 1.25 0.90 -5.13
45 H -1.14 1.52 -4.75
46 O 1.96 1.97 -0.05
47 C 2.55 1.50 0.90
48 O 3.22 0.36 0.81
49 C 2.49 2.13 2.25
50 C 2.90 3.45 2.39
51 C 2.82 4.03 3.65
52 C 2.33 3.37 4.76
53 C 1.93 2.07 4.56
54 C 2.01 1.42 3.34
55 N 1.38 1.32 5.72
56 O 1.02 0.18 5.52
57 O 1.41 1.87 6.80
58 N 3.27 5.43 3.81
59 O 3.14 5.94 4.90
60 O 3.72 5.99 2.83
61 H 3.27 4.03 1.56
62 H 2.27 3.85 5.72
63 H 1.70 0.39 3.26

Output
- gap between HOMO and LUMO (eV) = 7.3996
- ΔE to the lowest compared entry with this formula, charge and spin (eV) = 1.449
- HOMO (eV) = -8.51

Mulliken atomic charge list, values in e, 8 entries:
1. Zr 0.72
2. N -0.56
3. C -0.64
4. C 0.81
5. O -0.63
6. N -0.50
7. C -0.51
8. C 0.74

[2]
A structure of composition C26H18F5N6ORuS2, computed with wB97M-V/def2-TZVPD.

Positions of all 59 atoms, in Å:
1 Ru 0.05 0.27 1.23
2 N -2.30 1.35 -0.95
3 C -2.86 0.38 -0.24
4 N -4.02 -0.13 -0.60
5 C -4.53 -1.12 0.14
6 N -5.65 -1.70 -0.23
7 N -3.91 -1.56 1.26
8 C -2.74 -1.05 1.55
9 N -2.15 -0.08 0.83
10 C -1.97 -1.63 2.66
11 C -2.58 -2.33 3.69
12 C -1.78 -2.94 4.65
13 C -0.41 -2.88 4.50
14 C 0.13 -2.14 3.45
15 N -0.63 -1.50 2.57
16 H -2.82 1.79 -1.69
17 H -1.46 1.80 -0.58
18 H -6.10 -1.42 -1.08
19 H -6.03 -2.46 0.32
20 H -3.66 -2.37 3.72
21 H -2.23 -3.47 5.48
22 H 0.26 -3.40 5.17
23 H 1.20 -2.06 3.31
24 F 4.99 -0.36 4.62
25 C 3.91 0.17 4.09
26 C 2.67 0.02 4.73
27 F 2.59 -0.70 5.84
28 C 1.53 0.60 4.18
29 F 0.34 0.45 4.78
30 C 1.57 1.30 2.96
31 S 0.22 2.31 2.44
32 C 2.83 1.39 2.31
33 F 2.87 1.98 1.11
34 C 3.98 0.85 2.86
35 F 5.13 0.95 2.22
36 O 1.29 -0.09 -0.57
37 S 2.18 0.21 -1.75
38 C 1.43 -0.75 -3.09
39 C 2.24 -1.28 -4.08
40 C 1.64 -1.89 -5.17
41 C 0.26 -1.97 -5.24
42 C -0.54 -1.47 -4.22
43 C 0.05 -0.86 -3.13
44 C 1.59 1.83 -2.34
45 C 1.02 2.71 -1.44
46 C 0.56 3.94 -1.89
47 C 0.68 4.27 -3.23
48 C 1.27 3.39 -4.12
49 C 1.75 2.17 -3.68
50 H 3.31 -1.22 -4.01
51 H 2.24 -2.30 -5.96
52 H -0.21 -2.43 -6.10
53 H -1.61 -1.55 -4.28
54 H -0.55 -0.47 -2.31
55 H 0.93 2.45 -0.39
56 H 0.13 4.64 -1.20
57 H 0.32 5.23 -3.58
58 H 1.37 3.65 -5.16
59 H 2.23 1.49 -4.37

Output
- 2S+1 = 6
- gap between HOMO and LUMO (spin up / spin down) (eV) = 8.3458 / 5.8819
- ΔE to the lowest compared entry with this formula, charge and spin (eV) = 0.907
- HOMO (spin up / spin down) (eV) = -14.44 / -14.56
- total charge = +2

Mulliken atomic charge list, values in e, 8 entries:
1. Ru 1.14
2. N -0.13
3. C 0.50
4. N -0.68
5. C 0.50
6. N -0.31
7. N -0.58
8. C 0.31

[3]
A structure of composition C26H18FN4OSbSe4V, computed with wB97M-V/def2-TZVPD.

Positions of all 56 atoms, in Å:
1 V 1.58 -2.20 -2.43
2 C -3.91 6.96 5.32
3 O -3.97 5.56 5.48
4 C -3.22 4.79 4.65
5 C -2.36 5.30 3.68
6 C -1.64 4.42 2.88
7 C -1.75 3.05 3.02
8 C -2.62 2.56 4.00
9 C -3.34 3.41 4.80
10 C -1.01 2.10 2.19
11 N -1.04 0.80 2.34
12 C -0.22 0.31 1.35
13 C 0.32 1.33 0.61
14 N -0.19 2.48 1.16
15 C 1.27 1.15 -0.45
16 C 1.92 2.15 -1.13
17 C 2.89 1.82 -2.09
18 C 3.12 0.50 -2.38
19 N 2.47 -0.51 -1.77
20 C 1.58 -0.21 -0.76
21 C 0.97 -1.28 -0.05
22 N 1.24 -2.56 -0.47
23 C 0.76 -3.60 0.22
24 C -0.04 -3.45 1.32
25 C -0.40 -2.16 1.73
26 C 0.09 -1.06 1.04
27 H -4.59 7.38 6.05
28 H -4.22 7.26 4.32
29 H -2.90 7.34 5.51
30 H -2.25 6.36 3.53
31 H -0.98 4.85 2.13
32 H -2.71 1.48 4.12
33 H -4.01 3.03 5.56
34 H -0.04 3.41 0.83
35 H 1.71 3.19 -0.92
36 H 3.43 2.58 -2.63
37 H 3.82 0.21 -3.16
38 H 1.01 -4.58 -0.18
39 H -0.41 -4.32 1.84
40 H -1.06 -1.99 2.57
41 F 3.69 -7.75 -3.53
42 C 3.27 -6.47 -3.46
43 C 2.19 -6.09 -4.24
44 C 1.73 -4.78 -4.16
45 C 2.37 -3.85 -3.32
46 C 3.47 -4.29 -2.59
47 C 3.93 -5.59 -2.63
48 H 1.70 -6.82 -4.87
49 H 0.87 -4.48 -4.75
50 H 3.99 -3.59 -1.93
51 H 4.78 -5.93 -2.04
52 Se -2.32 0.60 -6.34
53 Sb -2.70 -1.62 -5.63
54 Se -0.23 -1.72 -3.50
55 Se -4.42 -2.08 -4.08
56 Se -1.59 -3.41 -6.74

Output
- gap between HOMO and LUMO (spin up / spin down) (eV) = 5.5326 / 5.3837
- HOMO (spin up / spin down) (eV) = -4.18 / -4.18
- total charge = -1

Mulliken atomic charge list, values in e, 8 entries:
1. V -0.18
2. C -0.84
3. O -0.47
4. C 0.99
5. C -0.64
6. C -0.73
7. C 0.28
8. C -0.54

[4]
A structure of composition C26H18IrN3O2S2, computed with wB97M-V/def2-TZVPD.

Positions of all 52 atoms, in Å:
1 Ir 0.36 -0.84 -1.22
2 N -0.73 2.64 1.02
3 C -0.83 3.76 0.21
4 C -1.39 4.94 0.70
5 C -1.48 6.07 -0.09
6 C -1.02 6.04 -1.40
7 C -0.47 4.86 -1.90
8 C -0.35 3.73 -1.11
9 S 0.47 2.31 -1.73
10 N 0.00 1.10 -0.65
11 C -0.42 1.35 0.58
12 C -0.55 0.27 1.49
13 C -1.06 0.36 2.81
14 C -1.12 -0.77 3.59
15 C -0.67 -2.00 3.08
16 C -0.19 -2.02 1.78
17 N -0.12 -0.95 1.01
18 H -0.98 2.74 1.98
19 H -1.76 4.95 1.73
20 H -1.92 6.98 0.32
21 H -1.10 6.91 -2.03
22 H -0.11 4.82 -2.92
23 H -1.43 1.30 3.22
24 H -1.51 -0.70 4.60
25 H -0.71 -2.91 3.67
26 H 0.17 -2.94 1.32
27 O 0.46 -5.01 -1.53
28 C -0.04 -3.89 -1.68
29 O 0.68 -2.83 -1.73
30 C -1.56 -3.84 -1.89
31 C -2.15 -5.11 -2.02
32 C -3.49 -5.30 -2.27
33 C -4.30 -4.17 -2.42
34 C -3.76 -2.92 -2.29
35 C -2.39 -2.70 -2.02
36 S -1.94 -1.02 -1.86
37 H -1.48 -5.95 -1.91
38 H -3.90 -6.30 -2.36
39 H -5.37 -4.28 -2.62
40 H -4.38 -2.04 -2.39
41 C 2.27 -0.64 -0.89
42 C 3.31 -0.19 -0.08
43 C 3.09 0.68 1.05
44 C 4.13 1.13 1.84
45 C 5.46 0.76 1.57
46 C 5.70 -0.09 0.48
47 C 4.68 -0.55 -0.31
48 H 2.08 0.97 1.28
49 H 3.91 1.78 2.68
50 H 6.27 1.11 2.20
51 H 6.72 -0.40 0.26
52 H 4.89 -1.21 -1.15

Output
- 2S+1 = 5
- gap between HOMO and LUMO (spin up / spin down) (eV) = 4.3177 / 5.6122
- ΔE to the lowest compared entry with this formula, charge and spin (eV) = 0.000
- HOMO (spin up / spin down) (eV) = 0.11 / -1.20
- total charge = -2

Mulliken atomic charge list, values in e, 8 entries:
1. Ir 1.65
2. N -0.03
3. C 0.19
4. C -0.66
5. C -0.50
6. C -0.63
7. C -0.62
8. C 0.59

[5]
A structure of composition C26H18N4O2Pd, computed with wB97M-V/def2-TZVPD.

Positions of all 51 atoms, in Å:
1 Pd -0.23 0.55 0.23
2 O 0.91 2.11 -0.23
3 C 0.43 3.28 -0.55
4 C 1.37 4.30 -0.85
5 C 0.99 5.56 -1.20
6 C -0.37 5.91 -1.29
7 C -1.30 4.94 -1.00
8 C -0.94 3.63 -0.64
9 C -2.03 2.74 -0.35
10 N -1.90 1.51 0.00
11 N -3.04 0.75 0.26
12 C -2.70 -0.47 0.61
13 O -1.49 -0.92 0.70
14 C -3.81 -1.42 0.91
15 C -3.49 -2.72 1.31
16 C -4.50 -3.62 1.60
17 C -5.83 -3.24 1.49
18 C -6.15 -1.95 1.08
19 C -5.14 -1.04 0.80
20 H 2.42 4.02 -0.78
21 H 1.75 6.31 -1.42
22 H -0.67 6.91 -1.57
23 H -2.36 5.18 -1.06
24 H -3.05 3.11 -0.41
25 H -2.45 -2.99 1.39
26 H -4.25 -4.63 1.91
27 H -6.62 -3.95 1.71
28 H -7.18 -1.65 0.99
29 H -5.37 -0.03 0.48
30 C 3.20 -0.02 2.74
31 C 2.01 0.32 2.09
32 N 1.58 -0.29 0.99
33 C 2.34 -1.27 0.46
34 C 3.54 -1.69 1.05
35 C 3.96 -1.03 2.22
36 C 4.29 -2.76 0.46
37 C 3.86 -3.38 -0.66
38 C 2.65 -2.97 -1.30
39 C 2.16 -3.58 -2.47
40 C 0.99 -3.13 -3.03
41 C 0.32 -2.05 -2.42
42 N 0.77 -1.46 -1.33
43 C 1.89 -1.92 -0.77
44 H 3.49 0.51 3.63
45 H 1.38 1.12 2.46
46 H 4.88 -1.33 2.70
47 H 5.21 -3.07 0.94
48 H 4.43 -4.19 -1.09
49 H 2.71 -4.39 -2.92
50 H 0.59 -3.58 -3.93
51 H -0.60 -1.66 -2.83

Output
- gap between HOMO and LUMO (eV) = 6.9424
- ΔE to the lowest compared entry with this formula, charge and spin (eV) = 0.098
- HOMO (eV) = -7.30

Mulliken atomic charge list, values in e, 8 entries:
1. Pd 0.79
2. O -0.58
3. C 0.71
4. C -0.55
5. C -0.38
6. C -0.73
7. C -0.78
8. C 0.46

[6]
A structure of composition C26H19AuN6O2, computed with wB97M-V/def2-TZVPD.

Positions of all 54 atoms, in Å:
1 Au -0.11 1.00 -0.69
2 C -2.54 -1.89 -3.40
3 C -1.89 -0.79 -2.85
4 N -1.25 -0.87 -1.70
5 C -1.22 -2.04 -1.06
6 C -1.88 -3.14 -1.63
7 N -2.52 -3.05 -2.77
8 C -0.50 -2.10 0.21
9 C -0.41 -3.28 0.95
10 C 0.29 -3.30 2.16
11 C 0.88 -2.10 2.56
12 C 0.75 -0.96 1.76
13 N 0.07 -0.97 0.61
14 C 1.35 0.33 2.14
15 C 2.09 0.53 3.31
16 N 2.61 1.70 3.60
17 C 2.42 2.71 2.78
18 C 1.68 2.52 1.61
19 N 1.17 1.35 1.31
20 C 0.40 -4.54 2.97
21 C -0.19 -5.74 2.56
22 C -0.06 -6.87 3.35
23 N 0.60 -6.84 4.48
24 C 1.18 -5.74 4.91
25 C 1.10 -4.56 4.18
26 H -3.08 -1.84 -4.34
27 H -1.89 0.17 -3.33
28 H -1.89 -4.11 -1.16
29 H -0.88 -4.17 0.59
30 H 1.43 -2.04 3.48
31 H 2.28 -0.25 4.03
32 H 2.86 3.66 3.04
33 H 1.50 3.32 0.90
34 H -0.75 -5.82 1.65
35 H -0.51 -7.81 3.07
36 H 1.71 -5.80 5.85
37 H 1.59 -3.69 4.59
38 C -1.80 2.94 -4.56
39 C -1.04 2.92 -3.26
40 O -1.01 1.85 -2.65
41 C -0.42 4.14 -2.80
42 C -0.49 5.34 -3.53
43 C 0.11 6.50 -3.08
44 C 0.82 6.48 -1.87
45 C 0.91 5.34 -1.13
46 C 0.30 4.12 -1.56
47 O 0.45 3.11 -0.80
48 H -2.21 1.95 -4.76
49 H -1.14 3.21 -5.38
50 H -2.62 3.65 -4.52
51 H -1.03 5.37 -4.46
52 H 0.05 7.41 -3.65
53 H 1.29 7.38 -1.51
54 H 1.45 5.32 -0.20

Output
- 2S+1 = 3
- gap between HOMO and LUMO (spin up / spin down) (eV) = 7.0236 / 4.2292
- ΔE to the lowest compared entry with this formula, charge and spin (eV) = 1.703
- HOMO (spin up / spin down) (eV) = -14.09 / -14.09
- total charge = +2

Mulliken atomic charge list, values in e, 8 entries:
1. Au 1.37
2. C -0.47
3. C 0.21
4. N -0.20
5. C 0.15
6. C -0.14
7. N -0.52
8. C 0.11

[7]
A structure of composition C26H19BF4N8O2Pb, computed with wB97M-V/def2-TZVPD.

Positions of all 61 atoms, in Å:
1 Pb 0.79 0.18 -0.14
2 O 1.16 2.77 -3.43
3 C 1.28 1.95 -2.56
4 N 0.65 1.97 -1.32
5 C -0.22 2.97 -0.90
6 O -0.73 3.79 -1.61
7 C -0.48 2.98 0.59
8 C -1.19 4.03 1.15
9 C -1.41 4.02 2.52
10 C -0.90 2.98 3.28
11 C -0.21 1.96 2.64
12 N 0.00 1.97 1.32
13 C 2.26 0.80 -2.73
14 C 2.97 0.69 -3.91
15 C 3.82 -0.40 -4.07
16 C 3.95 -1.33 -3.05
17 C 3.21 -1.16 -1.90
18 N 2.40 -0.10 -1.75
19 H -1.56 4.81 0.50
20 H -1.95 4.83 2.99
21 H -1.05 2.94 4.35
22 H 0.18 1.12 3.20
23 H 2.83 1.43 -4.68
24 H 4.38 -0.52 -4.99
25 H 4.59 -2.19 -3.15
26 H 3.24 -1.87 -1.09
27 N -3.53 -0.02 -1.48
28 C -2.28 0.35 -1.30
29 N -1.54 -0.06 -0.30
30 C -2.04 -0.99 0.59
31 N -1.31 -1.51 1.56
32 N -0.02 -1.08 1.55
33 C 0.81 -1.50 2.42
34 C 2.21 -1.00 2.36
35 C 3.17 -1.35 3.29
36 C 4.43 -0.78 3.19
37 C 4.71 0.11 2.17
38 C 3.71 0.41 1.26
39 N 2.49 -0.13 1.36
40 C -3.41 -1.42 0.45
41 C -4.00 -2.34 1.32
42 C -5.30 -2.74 1.11
43 C -6.03 -2.23 0.03
44 C -5.47 -1.32 -0.84
45 C -4.16 -0.92 -0.62
46 H -4.03 0.33 -2.29
47 H -1.86 1.04 -2.03
48 H 0.50 -2.19 3.20
49 H 2.92 -2.04 4.08
50 H 5.20 -1.04 3.90
51 H 5.68 0.57 2.06
52 H 3.87 1.10 0.43
53 H -3.42 -2.74 2.14
54 H -5.76 -3.46 1.77
55 H -7.05 -2.55 -0.12
56 H -6.04 -0.93 -1.68
57 F 0.54 -1.95 -0.87
58 B -0.13 -2.09 -2.26
59 F -0.19 -0.73 -2.69
60 F 0.73 -2.83 -3.00
61 F -1.38 -2.59 -2.04

Output
- gap between HOMO and LUMO (eV) = 6.9956
- ΔE to the lowest compared entry with this formula, charge and spin (eV) = 0.000
- HOMO (eV) = -14.37
- total charge = +2

Mulliken atomic charge list, values in e, 8 entries:
1. Pb 1.79
2. O -0.55
3. C -0.02
4. N 0.33
5. C -0.38
6. O -0.54
7. C 0.70
8. C -0.67

[8]
A structure of composition C26H19BN11NbO4S2, computed with wB97M-V/def2-TZVPD.

Positions of all 64 atoms, in Å:
1 Nb 0.77 -0.98 -0.56
2 C -4.42 2.87 1.30
3 C -4.67 3.39 -0.01
4 N -4.30 2.55 -0.97
5 N -3.62 1.55 -0.26
6 C -3.73 1.70 1.08
7 B -2.92 0.38 -1.13
8 N -2.60 -0.91 -0.28
9 C -3.47 -1.52 0.58
10 C -2.95 -2.75 0.83
11 C -1.71 -2.82 0.17
12 N -1.53 -1.68 -0.54
13 N -1.66 0.89 -1.80
14 C -1.66 1.87 -2.69
15 C -0.49 1.88 -3.43
16 C 0.22 0.78 -3.00
17 N -0.43 0.22 -1.92
18 H -4.70 3.38 2.25
19 H -5.33 4.17 -0.30
20 H -3.24 0.99 1.74
21 H -3.77 0.07 -1.89
22 H -4.43 -1.11 0.78
23 H -3.37 -3.52 1.43
24 H -0.96 -3.63 0.16
25 H -2.50 2.54 -2.74
26 H -0.20 2.58 -4.23
27 H 1.13 0.35 -3.38
28 N 0.92 -3.46 3.37
29 N 2.08 -2.90 2.99
30 C 2.22 -2.22 1.80
31 O 3.30 -1.74 1.36
32 O 1.08 -2.04 1.17
33 H 0.15 -2.77 3.14
34 H 0.94 -3.87 4.29
35 H 3.02 -3.18 3.35
36 S 1.27 -3.03 -1.78
37 C 2.83 -2.46 -2.30
38 C 3.53 -3.47 -3.09
39 C 4.65 -3.09 -3.82
40 C 5.40 -4.09 -4.51
41 N 6.06 -4.88 -4.99
42 C 5.14 -1.79 -3.75
43 C 4.65 -0.90 -2.77
44 C 3.48 -1.19 -2.03
45 S 2.88 0.05 -0.95
46 C 6.22 -1.23 -4.45
47 N 7.14 -0.70 -4.91
48 H 3.18 -4.47 -3.06
49 H 5.14 0.07 -2.45
50 O 0.44 2.57 -0.25
51 C 0.14 2.04 0.85
52 N 0.23 0.71 1.08
53 C -0.28 0.45 2.42
54 O -0.31 -0.57 3.06
55 C -0.68 1.77 2.96
56 C -1.18 2.22 4.21
57 C -1.35 3.61 4.44
58 C -0.92 4.58 3.51
59 C -0.40 4.17 2.31
60 C -0.26 2.82 2.08
61 H -1.39 1.39 4.95
62 H -1.80 3.95 5.32
63 H -0.92 5.65 3.75
64 H -0.06 4.79 1.46

Output
- gap between HOMO and LUMO (eV) = 5.0095
- ΔE to the lowest compared entry with this formula, charge and spin (eV) = 2.648
- HOMO (eV) = -8.19

Mulliken atomic charge list, values in e, 8 entries:
1. Nb 0.34
2. C -1.00
3. C -0.34
4. N -0.93
5. N 0.69
6. C -0.23
7. B 0.07
8. N 0.88